Formula: C26H49AsBrF6N3O4ReS6Si3
Source: OMol25
Level of theory: ωB97M-V/def2-TZVPD

Output
Energy = -10230.0798 Eh
Charge = +1
Energy above the lowest of the compared OMol25 structures with the same formula, charge and spin = 66.0 kcal/mol

```
100
C26H49AsBrF6N3O4ReS6Si3 ωB97M-V/def2-TZVPD
H -3.74 -1.70 1.43
H -0.25 1.87 1.38
Br -0.54 0.20 -1.13
F -0.21 -3.05 -2.74
H 5.38 2.98 -1.50
H 1.87 1.03 5.02
F 0.22 -4.78 -1.53
F -0.66 -3.00 -0.64
H -2.33 2.65 0.54
S 2.39 3.93 -3.50
H -4.80 3.45 -3.22
H -3.05 -1.76 -2.27
H 0.55 -2.21 2.39
H -2.75 0.42 1.99
H -4.24 -3.01 -1.89
C -3.45 1.11 -3.40
C -4.24 1.64 0.93
H -3.49 -3.00 0.29
H -3.33 3.38 1.81
H -0.70 1.94 3.07
C 1.30 0.18 4.64
C 3.81 0.23 2.12
H 3.60 -0.03 4.26
C 5.64 0.08 3.69
H 0.79 2.70 2.52
H -0.37 -1.23 1.28
C 4.30 0.08 3.45
H -3.70 1.59 -4.35
H -4.44 -0.01 2.35
C 4.28 0.56 -3.26
H 5.58 -1.90 -2.05
C -4.40 -1.28 -0.63
O 2.99 -5.79 0.92
H -4.75 -1.59 -2.78
H 6.76 2.35 -2.40
H 7.62 0.22 2.85
As 1.10 3.02 -2.18
C -3.76 0.81 2.13
O 2.33 -2.28 -2.57
H -5.98 -2.67 -0.14
H -5.26 3.39 -1.52
H -6.12 2.65 0.37
H -5.73 2.67 2.09
H -3.75 3.62 0.12
H 3.61 -0.29 -3.35
H -6.14 -1.14 0.72
C 6.13 2.19 -1.52
C 6.56 0.22 2.63
H 4.99 0.48 -4.09
C -5.70 2.06 1.19
S 1.96 -2.79 -1.29
H 6.57 -1.42 -0.67
C -4.09 -1.93 -1.98
H -0.86 -1.32 2.97
Si 5.27 0.51 -1.66
N 2.87 -3.95 -0.82
O 1.75 -1.71 -0.28
C -3.46 -1.92 0.41
C -3.36 2.90 0.83
S 2.10 2.67 -0.12
H -6.35 1.19 1.35
C 6.14 0.36 1.34
H 6.00 -0.05 4.70
H -3.54 3.40 -2.00
Si -4.22 0.63 -0.69
F 4.22 -2.41 0.92
O 1.21 -4.07 1.02
H 6.76 2.30 -0.64
S 2.54 -4.47 0.66
N 4.20 0.45 -0.17
H 3.74 1.50 -3.40
C -5.92 1.06 -2.88
F 3.00 -2.75 2.67
C -5.86 -1.59 -0.24
H -2.42 -1.61 0.25
C 0.21 -3.46 -1.54
N 2.53 0.27 1.73
C -4.53 3.03 -2.25
H 7.09 -1.03 -2.32
H 6.86 0.47 0.55
Re 2.22 0.40 -0.27
H -3.76 1.45 3.02
H -6.11 1.54 -3.84
H -3.39 0.04 -3.57
S -0.86 3.67 -2.07
H -6.72 1.36 -2.19
C 4.75 0.36 1.05
C 0.15 1.83 2.39
H -2.48 1.49 -3.09
Si 1.05 0.21 2.77
H -6.57 -1.24 -1.00
C 0.00 -1.28 2.30
C 3.68 -3.36 1.70
H 0.30 0.23 5.09
F 4.68 -4.04 2.24
H 1.75 -0.75 4.98
C -4.53 1.50 -2.37
H -6.00 -0.02 -3.03
C 6.23 -1.11 -1.66
S 1.25 0.52 -2.39
```